1.
95
Properties=species:S:1:pos:R:3:forces:R:3:lowdin_charge:R:1 method="wB97M-V/def2-TZVPD" charge=0 smiles="C#CC[PH2](CON=O)C[C@H](C)I.O=C1OC[C@@H](F)O1.O=C1OC[C@@H](F)O1.O=C1OC[C@@H](F)O1.O=C1OC[C@@H](F)O1.O=C1OC[C@@H](F)O1.O=C1OC[C@@H](F)O1.O=C1OC[C@@H](F)O1"
C 3.228308 -0.247819 0.850058 -1.0 0.1 0.8 0.07
C 2.844207 0.704601 1.519778 -1.2 0.7 0.1 -0.16
C 2.057466 1.869040 2.296438 1.9 -0.2 -0.7 -0.28
P 0.404828 1.115266 2.916171 0.7 -0.6 -0.7 0.87
C 1.305287 0.473301 4.519111 1.1 -0.9 0.2 -0.35
O 0.956688 1.258441 5.695169 -0.4 -0.3 -1.2 -0.21
N 1.631187 0.664000 6.758891 -0.7 -0.8 1.1 -0.06
O 0.853068 0.232187 7.537152 0.9 0.6 -0.3 0.06
C -0.498870 1.548924 1.292034 -1.5 0.8 -1.4 -0.42
C -1.217829 0.324447 0.579021 1.1 0.1 -0.9 -0.74
C -0.353154 -0.155843 -0.690443 0.6 -0.2 0.8 -0.18
I -3.194433 0.957083 -0.172671 0.8 -0.4 0.2 0.91
H 3.306160 -1.272659 0.391485 0.3 1.9 0.5 0.05
H 2.702590 2.255993 3.149670 -0.8 -0.7 -1.0 0.09
H 1.889258 2.774021 1.627540 0.1 -1.4 0.6 0.07
H 0.199609 -0.280116 2.598069 0.0 0.5 0.3 0.03
H -0.541842 1.830369 3.725231 0.4 -0.2 -0.2 0.04
H 2.435235 0.470414 4.412472 -1.2 0.0 0.1 0.09
H 1.010221 -0.623916 4.656363 0.1 1.4 0.1 0.09
H 0.160561 2.040582 0.502632 -0.7 -0.6 1.0 0.07
H -1.311204 2.320725 1.511569 1.1 -0.9 0.0 0.05
H -1.433485 -0.557577 1.242444 0.2 1.1 -0.5 0.04
H -0.632529 0.396294 -1.631439 0.1 -0.8 1.0 0.05
H -0.389895 -1.287010 -0.806017 -0.3 1.5 -0.1 0.07
H 0.748253 0.081120 -0.502312 -1.3 -0.3 -0.1 0.06
C -2.637197 2.494723 6.526321 0.8 0.3 0.4 -0.06
C -3.765173 1.562338 6.847339 -0.5 0.2 0.4 -0.32
O -4.511390 1.536378 5.644453 0.7 -0.1 -0.2 0.15
C -3.610203 1.765699 4.648737 -0.1 0.0 -0.9 -0.52
O -3.816713 1.552960 3.494131 0.1 0.2 0.5 0.15
O -2.439241 2.260808 5.135866 -0.6 -0.3 -0.1 0.04
F -4.547613 2.063705 7.831539 -0.1 -0.1 0.1 0.08
H -2.900606 3.543533 6.684369 -0.2 -0.1 0.1 0.15
H -1.734757 2.269947 7.094989 0.0 -0.1 -0.3 0.14
H -3.451287 0.547740 7.106180 -0.1 0.0 0.1 0.18
C -6.082656 2.316878 1.258997 0.5 -0.8 0.0 -0.14
C -6.252110 3.588967 2.029862 0.2 0.5 -0.3 -0.32
O -7.548415 4.017443 1.661951 0.0 -0.6 0.3 0.14
C -8.244983 2.877362 1.376691 -1.0 -0.3 -0.3 -0.54
O -9.430591 2.821852 1.290859 0.5 0.1 0.0 0.17
O -7.414170 1.811747 1.210940 -0.3 0.7 0.2 0.08
F -5.356884 4.526535 1.630388 0.1 0.2 0.2 0.07
H -5.721837 2.486123 0.241519 -0.1 0.3 0.1 0.09
H -5.414736 1.616011 1.755740 -0.2 0.0 0.0 0.06
H -6.199635 3.467841 3.115241 0.1 0.1 0.0 0.17
C 2.208749 -2.567242 -4.805479 0.2 -0.3 -0.9 -0.04
C 1.586408 -1.383255 -4.133086 -0.6 0.3 -0.2 -0.31
O 1.518502 -1.783159 -2.775424 0.8 -0.3 -0.1 0.13
C 2.554931 -2.644278 -2.598111 0.2 -0.3 0.5 -0.53
O 2.977310 -2.976917 -1.529203 -0.1 0.0 -0.4 0.14
O 3.060618 -3.077733 -3.782998 -0.2 0.3 0.7 0.08
F 0.327820 -1.173557 -4.584696 0.0 0.1 0.1 0.08
H 1.475413 -3.328832 -5.081899 -0.1 0.2 0.1 0.15
H 2.778836 -2.292004 -5.692305 0.2 -0.1 0.2 0.15
H 2.167192 -0.460696 -4.215363 -0.2 0.1 0.0 0.17
C 0.741536 -4.501275 1.166459 0.5 -0.7 -0.2 -0.06
C 0.546237 -3.236037 1.945674 0.2 0.5 -0.2 -0.32
O -0.749119 -2.821094 1.564982 0.2 -0.6 0.3 0.10
C -1.429402 -3.968077 1.261143 -1.2 -0.4 -0.3 -0.53
O -2.610099 -4.037327 1.159709 0.6 0.1 0.0 0.19
O -0.581519 -5.022309 1.097027 -0.1 0.6 0.2 0.08
F 1.436088 -2.286166 1.564140 0.0 0.0 0.2 0.04
H 1.114079 -4.317977 0.155052 0.0 0.3 0.1 0.14
H 1.412539 -5.199913 1.666442 -0.2 -0.1 0.0 0.14
H 0.586249 -3.364896 3.030891 0.1 0.2 0.0 0.18
C 5.351430 -5.867667 -2.228399 -0.7 -0.5 0.3 -0.06
C 6.105284 -4.586710 -2.045605 0.5 0.2 0.4 -0.32
O 6.991892 -4.573957 -3.146741 -0.7 -0.2 -0.2 0.14
C 6.358654 -5.271421 -4.134792 0.3 -0.2 -1.1 -0.54
O 6.674542 -5.244535 -5.281043 -0.1 0.0 0.5 0.18
O 5.313129 -5.996523 -3.645156 0.4 0.4 0.0 0.07
F 6.835216 -4.609020 -0.902882 0.0 0.1 0.1 0.08
H 5.872688 -6.727209 -1.799001 0.2 0.2 0.1 0.15
H 4.345596 -5.822567 -1.810656 0.0 0.0 -0.2 0.14
H 5.480096 -3.690748 -2.067913 0.1 0.0 0.2 0.16
C 4.029702 3.602456 -1.859964 0.9 0.0 0.1 -0.05
C 2.742266 3.523214 -1.102715 -0.3 0.7 0.4 -0.33
O 1.776863 3.339010 -2.118390 0.5 -0.6 -0.2 0.14
C 2.426465 2.683035 -3.120057 -0.2 -0.3 -0.7 -0.53
O 1.879324 2.122265 -4.018535 0.2 0.1 0.3 0.16
O 3.778635 2.738616 -2.964465 -0.7 -0.1 0.0 0.08
F 2.481071 4.693401 -0.469420 -0.1 0.0 0.2 0.08
H 4.242485 4.610070 -2.225767 -0.2 0.0 0.1 0.15
H 4.880646 3.255817 -1.273789 -0.1 -0.2 -0.2 0.15
H 2.687282 2.702273 -0.385952 0.0 0.0 0.0 0.14
C -1.892720 0.948189 -5.435531 0.6 -0.2 0.7 -0.07
C -2.177429 1.819046 -6.620854 0.1 -0.2 -0.6 -0.32
O -3.547082 1.580296 -6.872500 0.2 0.2 0.6 0.14
C -4.094707 1.266667 -5.660998 -1.1 -0.2 0.4 -0.54
O -5.261809 1.265385 -5.435053 0.5 0.0 -0.1 0.18
O -3.135806 0.962893 -4.741742 -0.2 0.2 -0.5 0.07
F -1.462625 1.421469 -7.702616 0.1 0.1 -0.1 0.07
H -1.646492 -0.078281 -5.716999 0.0 0.1 -0.2 0.14
H -1.090236 1.342554 -4.811409 -0.2 0.0 0.1 0.13
H -2.017094 2.886014 -6.444637 0.1 0.0 -0.2 0.18


2.
64
Properties=species:S:1:pos:R:3:forces:R:3:mulliken_spin:R:1 method="wB97M-V/def2-TZVPD" charge=-1 e_above_lowest_ev=0.000 multiplicity=5
C -0.139085 4.755253 -0.190799 -0.1 0.0 0.1 0.00
C 1.356424 4.513485 -0.033365 0.0 -0.2 0.0 0.00
C 1.858754 3.524329 -1.078456 -0.2 -0.3 -0.1 0.00
N 1.090984 2.276912 -1.074655 -0.3 0.8 0.5 0.01
C 1.662601 1.144253 -1.647093 -0.2 -2.2 0.4 0.03
C 1.179568 -0.127465 -1.414894 0.5 2.5 -1.4 0.00
C 1.801425 -1.336953 -2.030969 0.0 -0.6 -0.4 0.00
C 3.080239 -1.123731 -2.878889 0.0 0.0 0.4 0.00
C 3.228672 0.279643 -3.456034 -0.3 0.1 -0.1 0.00
C 2.950399 1.362319 -2.406020 0.6 -0.3 -0.1 0.00
C -0.363709 2.425716 -1.172582 0.2 0.0 -0.1 0.00
C -0.918888 3.444142 -0.181884 0.0 -0.3 0.2 0.00
H -0.501918 5.400593 0.615344 0.0 0.1 -0.1 0.00
H -0.319308 5.271194 -1.142489 0.0 0.0 0.1 0.00
H 1.911554 5.447517 -0.162365 0.0 0.0 0.0 0.00
H 1.592015 4.139490 0.973957 -0.1 0.0 -0.2 0.00
H 1.794534 3.996460 -2.074076 0.1 0.2 0.0 0.00
H 2.918779 3.312647 -0.873230 -0.4 0.0 -0.1 0.00
H 0.248585 -0.273192 -0.862259 0.4 0.1 -0.3 -0.02
H 2.052016 -2.055469 -1.237682 -0.1 0.0 -0.1 0.01
H 1.039973 -1.854821 -2.642630 0.2 0.1 0.2 0.00
H 3.963945 -1.323727 -2.259970 -0.1 0.0 0.0 0.00
H 3.104866 -1.869584 -3.679925 0.0 0.1 0.1 0.00
H 4.248661 0.414297 -3.838283 -0.2 0.0 0.0 0.00
H 2.546785 0.410233 -4.308303 0.0 0.0 0.2 0.00
H 2.992390 2.354166 -2.886114 -0.2 -0.4 0.2 0.00
H 3.786193 1.337747 -1.683354 -0.1 0.1 -0.2 0.00
H -0.631432 2.739084 -2.198752 0.0 0.0 0.0 0.00
H -0.834861 1.447842 -1.000454 0.2 0.4 0.0 0.01
H -0.915950 3.004346 0.825186 0.0 0.2 -0.3 0.00
H -1.963988 3.621770 -0.450790 0.0 0.0 0.1 0.00
C -3.847279 -3.675670 -0.433278 -1.7 0.7 -1.2 0.00
C -4.125109 -2.722459 0.627656 -1.6 0.6 -1.2 0.06
C -3.435746 -1.482794 0.315237 -1.5 0.5 -1.0 -0.01
C -2.724062 -1.669502 -0.936243 -1.6 0.4 -1.0 0.12
C -2.972970 -3.026386 -1.398283 -1.9 0.9 -1.0 0.04
Fe -2.184885 -3.025759 0.401697 0.7 0.5 0.1 2.98
C -1.113579 -4.691464 0.701357 1.1 -0.9 1.1 0.07
C -1.765740 -4.237112 1.917880 1.4 -0.8 0.8 0.09
C -1.392531 -2.862373 2.143041 1.7 -0.4 1.3 -0.07
C -0.381891 -2.482996 1.115061 1.7 -0.5 1.1 -0.07
C 0.454480 -1.325452 1.112818 -0.3 -1.5 0.7 0.57
C 0.348815 -0.373578 2.192256 0.3 0.7 0.8 -0.04
C 0.454491 1.010189 1.916517 0.0 -0.3 0.0 0.05
C 0.153913 1.960776 2.883675 0.1 -0.3 0.5 -0.06
C -0.207312 1.559522 4.181167 0.1 0.0 -0.2 0.11
C -0.185446 0.197716 4.516909 0.1 0.4 -0.2 -0.05
C 0.133046 -0.749798 3.556702 -0.1 0.1 -0.6 0.10
C -0.334142 -3.604767 0.162060 1.8 -0.5 1.0 -0.08
H -4.277099 -4.669528 -0.527212 0.2 0.2 0.1 0.01
H -4.808831 -2.869872 1.460573 0.4 -0.1 -0.1 0.01
H -3.516053 -0.544739 0.859701 0.2 -0.4 0.0 0.00
H -2.190104 -0.894645 -1.483142 0.0 -0.3 0.2 -0.03
H -2.630958 -3.440758 -2.341492 0.0 0.0 0.3 0.02
H -1.128723 -5.706908 0.310020 -0.2 0.4 0.0 0.02
H -2.376214 -4.842032 2.590289 0.1 0.3 -0.4 0.02
H -1.682613 -2.229428 2.976849 0.0 -0.4 -0.3 -0.01
H 1.366138 -1.348266 0.514746 -0.6 0.2 0.1 0.05
H 0.735781 1.296106 0.896827 -0.2 0.0 0.5 0.04
H 0.197638 3.021872 2.635266 0.0 -0.2 0.1 -0.01
H -0.485473 2.306146 4.920081 0.1 -0.1 0.0 0.01
H -0.416443 -0.123735 5.535362 0.1 0.1 -0.2 0.00
H 0.201924 -1.803893 3.838578 -0.1 0.4 -0.2 0.01
H 0.316754 -3.606906 -0.710849 -0.3 -0.2 0.2 0.02


| no. | DFT total energy (Ha) |
| --- | --- |
| 1 | -4210.52177 |
| 2 | -2405.58982 |